This record from OMol25 describes a structure of composition C21H13N3O10S2SbScSe4. The level of theory is ωB97M-V/def2-TZVPD.

```
55
Properties=species:S:1:pos:R:3:forces:R:3
Sc -1.910645 0.644854 2.155396 -0.090 -0.616 0.249
O 0.879289 2.900229 4.059200 0.098 -0.124 -0.053
C 0.425025 2.074402 3.183248 -0.027 -0.012 -0.011
O -0.573166 2.274716 2.494715 0.117 0.214 -0.001
C 1.081637 0.735506 3.055529 -0.026 -0.003 -0.013
C 2.328642 0.376218 3.527729 0.023 0.052 0.001
C 2.716557 -0.943912 3.389279 -0.045 -0.001 -0.033
C 1.838851 -1.856405 2.822228 -0.002 0.033 0.048
C 0.601784 -1.403829 2.396131 -0.097 -0.077 -0.049
N 0.250717 -0.132913 2.497947 0.102 0.129 0.098
C -0.529401 -2.246219 1.885989 -0.073 0.113 -0.048
O -0.272725 -3.527045 1.578909 -0.067 0.049 0.022
O -1.644595 -1.801571 1.776032 0.234 -0.066 -0.011
H 0.124279 3.560996 4.307054 -0.060 0.093 0.025
H 2.973677 1.121636 3.968831 -0.009 0.000 0.016
H 3.701080 -1.262747 3.699316 0.006 -0.018 0.011
H 2.139651 -2.891003 2.727570 0.011 0.009 -0.029
H 0.674787 -3.689219 1.644103 0.090 -0.027 -0.046
O -3.909882 0.615105 1.289292 -0.074 -0.104 -0.062
C -4.325474 0.379561 0.156251 0.010 0.069 0.020
C -3.543324 0.030446 -0.995205 -0.029 -0.029 -0.067
C -4.224240 -0.270598 -2.176553 0.107 0.016 0.028
C -3.521713 -0.624889 -3.302033 -0.109 0.023 -0.059
C -2.110964 -0.677989 -3.292371 0.058 0.020 0.063
C -1.425216 -0.378745 -2.157297 -0.008 0.003 -0.036
C -2.105733 -0.012629 -0.947302 -0.003 0.042 -0.011
O -1.449893 0.254753 0.093978 -0.012 0.089 0.005
N -4.238532 -0.951270 -4.513787 0.027 -0.134 0.071
O -3.591168 -1.287371 -5.495898 -0.004 0.053 -0.021
O -5.460151 -0.899528 -4.504630 -0.025 0.046 -0.024
H -5.412576 0.442319 -0.011281 0.002 -0.009 0.014
H -5.304823 -0.229416 -2.209044 -0.013 -0.003 -0.002
H -1.593961 -0.954604 -4.199962 0.002 -0.003 -0.005
H -0.343836 -0.391802 -2.122829 -0.001 0.004 -0.005
Se -4.598197 5.136974 2.261590 -0.073 0.053 0.020
Sb -3.316022 3.338535 3.838574 0.077 0.192 0.166
Se -2.272848 0.118373 4.515131 -0.129 0.227 -0.277
Se -2.731930 4.005925 1.371062 -0.035 -0.200 0.108
Se -1.611488 4.539458 5.146721 -0.052 0.027 -0.099
O 3.823579 -1.914821 0.619482 -0.048 0.040 -0.005
S 4.148141 -0.644931 -0.006398 0.089 -0.153 0.078
O 5.517359 -0.218448 0.159722 0.047 0.022 -0.004
N 3.102406 0.511661 0.389758 -0.131 0.085 0.085
C 2.396567 0.949642 -0.654645 0.140 -0.324 -0.358
S 1.232319 2.121467 -0.695458 0.004 0.190 0.277
C 2.748674 0.213462 -1.931371 -0.017 0.055 -0.039
C 2.213241 0.376620 -3.201006 0.003 0.012 0.070
C 2.688385 -0.427532 -4.226510 0.019 -0.016 -0.026
C 3.686627 -1.374562 -3.995504 0.000 -0.003 -0.017
C 4.227796 -1.533487 -2.727545 -0.019 0.016 0.015
C 3.733796 -0.724933 -1.721270 0.023 -0.053 -0.067
H 1.443833 1.122461 -3.355557 -0.009 -0.001 -0.010
H 2.280073 -0.319816 -5.224058 -0.003 -0.001 -0.003
H 4.040743 -1.990530 -4.813191 -0.002 0.001 -0.003
H 5.003013 -2.262577 -2.530071 0.002 -0.002 0.004
```
Forces are in eV/Å.

Calculated values
Total charge   -2
Orbital gap   5.33 eV
Relative energy (zero: lowest compared OMol25 entry of this formula, charge and spin)   1.672 eV